1.
A structure of composition C33H32N13O4PtS, computed with ωB97M-V with the def2-TZVPD basis set.

```
! RIJCOSX wB97M-V def2-TZVPD def2/J DEFGRID3
* xyz 1 3
Pt 1.397 0.555 -0.711
C 1.003 0.521 4.810
N 1.297 1.027 3.475
C 1.576 0.327 2.383
N 1.728 1.161 1.363
C 1.509 2.394 1.904
N 1.247 2.339 3.185
C -0.483 0.325 5.042
C -1.117 1.011 6.067
C -2.472 0.822 6.306
C -3.203 -0.040 5.513
C -2.576 -0.723 4.469
C -1.216 -0.542 4.239
C -3.400 -1.558 3.605
N -4.682 -1.719 3.678
N -5.062 -2.444 2.586
C -3.996 -2.692 1.898
O -2.890 -2.180 2.509
C -3.925 -3.266 0.560
C -5.118 -3.546 -0.107
C -5.084 -4.002 -1.411
C -3.871 -4.153 -2.069
C -2.680 -3.869 -1.415
C -1.364 -3.973 -2.157
N -0.739 -2.664 -2.331
C 0.236 -2.128 -1.609
N 0.496 -0.910 -2.068
C -0.383 -0.750 -3.099
N -1.142 -1.801 -3.279
C -2.707 -3.440 -0.093
H 1.402 1.238 5.522
H 1.536 -0.422 4.928
H 1.690 -0.744 2.356
H 1.542 3.313 1.343
H -0.551 1.698 6.684
H -2.957 1.358 7.109
H -4.262 -0.193 5.667
H -0.736 -1.081 3.429
H -6.054 -3.384 0.410
H -6.007 -4.227 -1.928
H -3.850 -4.494 -3.096
H -1.524 -4.388 -3.149
H -0.653 -4.598 -1.617
H 0.741 -2.625 -0.798
H -0.454 0.145 -3.697
H -1.783 -3.230 0.435
O -2.638 5.357 -1.750
S -2.215 4.208 -2.483
O -2.588 4.061 -3.854
N -0.584 4.000 -2.322
C -0.289 2.958 -1.620
O 0.913 2.590 -1.352
C -1.476 2.175 -1.128
C -1.484 1.037 -0.350
C -2.695 0.433 -0.053
C -3.887 0.981 -0.514
C -3.881 2.147 -1.276
C -2.662 2.721 -1.566
H -0.533 0.618 0.020
H -2.705 -0.465 0.541
H -4.826 0.500 -0.272
H -4.803 2.585 -1.636
C 3.394 1.451 -2.949
N 3.442 0.819 -1.598
C 4.263 1.696 -0.714
N 5.602 1.850 -1.240
C 5.517 2.446 -2.580
N 4.732 1.602 -3.483
C 5.370 0.288 -3.567
N 5.458 -0.351 -2.246
C 4.119 -0.499 -1.718
C 6.224 0.529 -1.355
H 2.909 2.423 -2.860
H 2.805 0.816 -3.614
H 4.311 1.249 0.281
H 3.775 2.670 -0.654
H 6.524 2.555 -2.982
H 5.057 3.433 -2.509
H 6.376 0.405 -3.968
H 4.798 -0.354 -4.239
H 4.167 -0.962 -0.728
H 3.533 -1.132 -2.388
H 7.232 0.643 -1.752
H 6.288 0.072 -0.365
*
```

## Properties
**HOMO level (alpha / beta)**: -11.26 / -11.26 eV
**Electronic energy**: -2806.74644 a.u.
**⟨S²⟩**: 2.01
**E_LUMO (alpha / beta)**: -2.95 / -4.89 eV

2.
A structure of composition C5H11N3O3 in a non-equilibrium geometry, computed with ωB97M-V with the def2-TZVPD basis set.

```
! RIJCOSX wB97M-V def2-TZVPD def2/J DEFGRID3
* xyz 0 1
C 0.957 1.515 -0.736
C 0.443 0.466 0.308
C 1.479 -0.517 0.912
C 1.234 -1.649 -0.026
C -0.297 -1.723 -0.127
H 2.580 2.169 0.444
H 0.115 1.973 -1.400
H 1.252 1.059 -1.518
H 0.080 1.222 1.309
H 2.224 0.318 0.441
H 1.257 -0.643 2.026
H 1.624 -2.341 0.309
H 1.691 -1.586 -1.188
H -0.576 -2.232 0.553
H -0.651 -2.310 -1.208
H -3.631 -0.052 -0.013
N -0.661 -0.257 -0.197
N -1.965 0.018 -0.030
N -2.300 1.305 0.321
O 1.566 2.584 -0.149
O -2.924 -0.721 -0.453
O -3.498 1.401 0.423
*
```

## Properties
**HOMO level**: -7.85 eV
**Electronic energy**: -586.63573 a.u.
**E_LUMO**: 0.32 eV

Which of these has the highest electronic energy? C5H11N3O3